No. 1
DFT (the ωB97M-V functional and the def2-TZVPD basis) results for a structure of composition FLi4.

Output
E_tot: -3510.6397 eV
Energy relative to the best compared isomer or geometry (same formula, charge and spin): 0.00 kcal/mol
LUMO level: -13.00 eV
Charge: +3
Molar mass: 46.8 g/mol
F_max: 0.64 eV/Å

Last column: Mulliken charge in e.
Positions of all 5 atoms, in Å:
Li -2.27121 -0.37887 0.88144  0.9930
Li 1.07510 -1.18897 1.30283  0.9774
Li 1.46487 -0.73095 -1.58666  0.9875
Li -0.27132 2.29093 -0.63586  0.9896
F 0.00257 0.00786 0.03825  -0.9475

---

No. 2
DFT (the ωB97M-V functional and the def2-TZVPD basis) results for the ion C5H9N2 with charge +1 in a non-equilibrium geometry.

Output
E_tot: -8300.3560 eV
Energy relative to the best compared isomer or geometry (same formula, charge and spin): 123.98 kcal/mol
LUMO level: -4.17 eV
Charge: +1
Molar mass: 97.1 g/mol
Structure (SMILES): C=C=[NH+]/C=C(/C)N
F_max: 9.49 eV/Å

Last column: Mulliken charge in e.
Positions of all 16 atoms, in Å:
C 0.58570 2.30743 -1.04843  -1.0808
C -0.44886 1.88228 -0.45102  0.5919
N -1.26967 1.40887 0.31577  0.0237
C -0.97579 0.10350 0.72082  -0.7589
C -0.01506 -0.67405 0.14429  1.0987
C -0.07970 -2.15125 0.60811  -1.4789
N 1.09703 -0.58039 -0.47631  -0.4707
H 0.72650 2.20050 -2.07337  0.5019
H 1.30579 2.60928 -0.26735  0.3352
H -2.01209 1.84038 0.89214  0.3319
H -1.76179 -0.29327 1.36657  0.2763
H -1.14124 -2.40409 0.71865  0.3398
H 0.45856 -2.78788 -0.09697  0.4669
H 0.38408 -2.16332 1.61584  0.3113
H 1.58769 0.16669 -1.26222  0.3022
H 1.55884 -1.46468 -0.70649  0.2094

---

No. 3
DFT (the ωB97M-V functional and the def2-TZVPD basis) results for an isolated molecule of C2H4NPS in a non-equilibrium geometry.

Output
E_tot: -23749.4894 eV
Energy relative to the best compared isomer or geometry (same formula, charge and spin): 72.59 kcal/mol
LUMO level (alpha / beta): -0.71 / -1.83 eV
Molar mass: 105.1 g/mol
F_max: 2.80 eV/Å

Last column: Mulliken charge in e.
Positions of all 9 atoms, in Å:
C 0.52916 0.49109 -0.30896  -0.4112
C -0.91332 0.06375 0.10166  -0.5235
N 0.92992 1.81527 0.00851  -0.0247
P 0.50722 3.28327 0.21217  0.0722
S -2.12025 0.97043 -0.74433  -0.2542
H 1.02216 -0.24282 0.35506  0.2601
H 0.73465 0.31259 -1.36762  0.2855
H -0.68728 -1.10409 -0.02162  0.2767
H -1.12341 0.33360 1.10069  0.3191

---

No. 4
DFT (the ωB97M-V functional and the def2-TZVPD basis) results for a cluster of 2 separate species, C2H2F2N2 in total in a non-equilibrium geometry.

Output
E_tot: -10512.0380 eV
Energy relative to the best compared isomer or geometry (same formula, charge and spin): 196.34 kcal/mol
LUMO level (alpha / beta): -1.72 / -0.48 eV
Molar mass: 92.0 g/mol
F_max: 4.80 eV/Å

Last column: Mulliken charge in e.
Positions of all 8 atoms, in Å:
C -0.78517 -0.34085 -0.48777  0.4434
C -1.42393 -0.50427 0.53375  -0.3842
N -0.04138 0.16128 -1.41981  -0.2545
N 1.34710 0.32157 1.35196  -0.1733
F -0.02235 -0.41673 -2.67332  -0.1246
F 1.94913 0.04824 0.19851  -0.0837
H 1.26643 1.25567 1.29004  0.2418
H -2.28981 -0.52490 1.20663  0.3353